Below is C51H36CoIN4P as an isolated structure, with properties calculated with ωB97M-V with the def2-TZVPD basis set.

Computed properties:
E_tot: -114449.33172 eV
HOMO energy (alpha / beta): -0.236 / -0.240 hartree

Geometry as ORCA input:
```
! RIJCOSX wB97M-V def2-TZVPD def2/J DEFGRID3
* xyz 0 4
Co 0.777 1.402 0.523
C -0.566 -1.139 3.986
C -0.046 -0.840 2.715
N -0.389 0.222 2.029
C -1.315 1.076 2.546
C -1.886 0.864 3.816
C -1.475 -0.280 4.534
C -2.829 1.791 4.323
C -3.160 2.874 3.562
C -2.605 3.095 2.287
C -1.688 2.215 1.731
N -1.051 2.247 0.528
C -1.467 2.824 -0.636
C -2.430 3.801 -0.839
C -2.726 4.291 -2.125
C -2.080 3.837 -3.236
C -1.103 2.823 -3.092
C -0.400 2.291 -4.195
C 0.514 1.298 -4.001
C 0.721 0.828 -2.693
N 0.093 1.297 -1.644
C -0.808 2.306 -1.815
H -0.237 -2.029 4.503
H 0.696 -1.489 2.264
H -1.894 -0.463 5.517
H -3.261 1.631 5.302
H -3.867 3.600 3.945
H -2.886 3.995 1.769
H -2.969 4.225 -0.011
H -3.480 5.063 -2.220
H -2.298 4.232 -4.220
H -0.598 2.684 -5.185
H 1.074 0.870 -4.821
H 1.441 0.042 -2.508
I 2.671 -0.636 0.250
C 3.206 -2.650 -0.256
C 4.563 -2.790 -0.109
C 5.206 -4.029 -0.261
C 4.460 -5.128 -0.530
C 3.059 -5.030 -0.699
C 2.352 -6.222 -0.983
C 1.010 -6.210 -1.195
C 0.334 -4.982 -1.162
C 0.960 -3.790 -0.884
P -0.060 -2.269 -1.080
C -0.895 -2.677 -2.670
C -2.231 -3.039 -2.812
C -2.768 -3.284 -4.070
C -1.977 -3.180 -5.202
C -0.641 -2.828 -5.073
C -0.110 -2.571 -3.821
C -1.412 -2.510 0.121
C -1.492 -3.553 1.036
C -2.543 -3.614 1.943
C -3.524 -2.635 1.943
C -3.444 -1.579 1.042
C -2.390 -1.512 0.148
C 2.373 -3.775 -0.600
H 5.162 -1.929 0.151
H 6.279 -4.091 -0.141
H 4.918 -6.104 -0.627
H 2.914 -7.145 -1.034
H 0.470 -7.120 -1.415
H -0.724 -4.973 -1.387
H -2.863 -3.135 -1.940
H -3.810 -3.563 -4.160
H -2.400 -3.368 -6.180
H -0.012 -2.746 -5.951
H 0.936 -2.297 -3.732
H -0.734 -4.327 1.047
H -2.593 -4.433 2.650
H -4.343 -2.686 2.648
H -4.191 -0.796 1.051
H -2.313 -0.667 -0.529
C 1.508 2.708 4.832
C 1.570 4.073 4.591
C 1.681 4.526 3.292
C 1.719 3.609 2.238
N 1.574 2.297 2.482
C 1.498 1.866 3.738
C 1.995 3.982 0.825
C 2.363 5.289 0.501
C 2.748 5.603 -0.791
C 2.778 4.603 -1.752
C 2.377 3.315 -1.423
C 1.953 2.962 -0.142
H 1.451 2.307 5.833
H 1.539 4.779 5.411
H 1.743 5.584 3.094
H 1.407 0.794 3.869
H 2.367 6.072 1.248
H 3.033 6.617 -1.042
H 3.104 4.831 -2.760
H 2.388 2.566 -2.209
*
```